[1]
{"formula": "C37H24F5MoN5O2Te", "method": "wB97M-V/def2-TZVPD", "elements": ["Mo", "O", "C", "C", "C", "C", "C", "C", "C", "N", "N", "C", "O", "C", "C", "C", "C", "C", "C", "H", "H", "H", "H", "H", "H", "H", "H", "H", "H", "C", "C", "N", "C", "C", "C", "C", "C", "C", "C", "C", "N", "C", "N", "H", "H", "H", "H", "H", "H", "H", "H", "H", "Te", "C", "C", "C", "C", "C", "C", "H", "H", "H", "H", "H", "F", "C", "C", "C", "F", "C", "F", "C", "F", "C", "F"], "xyz": [[0.4571, 0.1571, 0.0900], [0.4611, 1.1869, -1.2854], [-0.2876, 1.9880, -2.0761], [0.2697, 2.8447, -3.0060], [-0.5540, 3.7044, -3.7155], [-1.9284, 3.7110, -3.4963], [-2.4902, 2.8270, -2.5981], [-1.6847, 1.9412, -1.8738], [-2.2709, 1.0245, -0.9380], [-1.5724, 0.2260, -0.1853], [-2.3261, -0.5445, 0.7264], [-1.5355, -0.7820, 1.8367], [-0.2621, -0.5367, 1.6928], [-2.1481, -1.0178, 3.1289], [-1.3341, -1.1915, 4.2540], [-1.9091, -1.3391, 5.4999], [-3.2922, -1.3274, 5.6340], [-4.1047, -1.1682, 4.5172], [-3.5439, -1.0068, 3.2672], [1.3413, 2.8364, -3.1597], [-0.1213, 4.3775, -4.4422], [-2.5608, 4.4092, -4.0257], [-3.5603, 2.8178, -2.4354], [-3.3518, 1.0008, -0.8385], [-0.2589, -1.2091, 4.1392], [-1.2822, -1.4694, 6.3706], [-3.7381, -1.4413, 6.6124], [-5.1805, -1.1603, 4.6227], [-4.1638, -0.8468, 2.3973], [3.8503, 0.0291, 2.8602], [2.6022, -0.2791, 2.3676], [2.2708, -0.0765, 1.0812], [3.1857, 0.4842, 0.2779], [4.4107, 0.9630, 0.7265], [4.7669, 0.6768, 2.0381], [5.2355, 1.8161, -0.1598], [4.8999, 3.0119, -0.6852], [3.7461, 3.9140, -0.4559], [3.8899, 5.2506, -0.8450], [2.8379, 6.1175, -0.6071], [1.7224, 5.7269, 0.0030], [1.6891, 4.4632, 0.3631], [2.6074, 3.5336, 0.1373], [4.0998, -0.2029, 3.8849], [1.8387, -0.7285, 2.9869], [2.9557, 0.5249, -0.7821], [5.7324, 0.9854, 2.4161], [6.2392, 1.4559, -0.3517], [5.6525, 3.4892, -1.3011], [4.8007, 5.5991, -1.3110], [2.8792, 7.1579, -0.9054], [0.8026, 4.1329, 0.9167], [-2.1743, -2.6472, 0.2810], [-4.2448, -2.9816, 0.6207], [-5.1874, -2.4511, -0.2566], [-6.5303, -2.7152, -0.0462], [-6.9244, -3.5240, 1.0126], [-5.9771, -4.0716, 1.8671], [-4.6308, -3.8003, 1.6788], [-4.8701, -1.8553, -1.1035], [-7.2706, -2.3040, -0.7185], [-7.9723, -3.7401, 1.1695], [-6.2882, -4.7154, 2.6784], [-3.8870, -4.2309, 2.3378], [1.4007, -0.5559, -2.9586], [1.4830, -1.6782, -2.2168], [1.0476, -1.6364, -0.8938], [1.2052, -2.8372, -0.2090], [0.8359, -2.8940, 1.0933], [1.7309, -3.9920, -0.7601], [1.8358, -5.0888, -0.0242], [2.1468, -3.9777, -2.0826], [2.6530, -5.0591, -2.6404], [2.0204, -2.8057, -2.8143], [2.4272, -2.7655, -4.0730]], "gap_ev": [6.4823, 6.2866], "total_charge": 2, "e_tot_ha": -2683.542916}

[2]
{"formula": "C37H25Br4Cl2LaO4P2S", "method": "wB97M-V/def2-TZVPD", "elements": ["La", "Br", "C", "C", "Br", "C", "Br", "C", "O", "C", "O", "C", "Br", "O", "P", "C", "P", "O", "C", "C", "C", "C", "C", "C", "C", "C", "C", "C", "C", "C", "C", "C", "C", "C", "C", "C", "C", "C", "C", "C", "C", "C", "H", "H", "H", "H", "H", "H", "H", "H", "H", "H", "H", "H", "H", "H", "H", "H", "H", "H", "H", "H", "H", "H", "Cl", "C", "C", "C", "C", "C", "Cl", "C", "S", "H", "H", "H"], "xyz": [[-0.9182, -2.0923, -0.2225], [3.5534, -4.2065, 4.9571], [2.0266, -3.5900, 4.0392], [0.9785, -3.0041, 4.7315], [1.0342, -2.8060, 6.6048], [-0.1382, -2.5378, 4.0237], [-1.5959, -1.6832, 4.8643], [-0.2120, -2.6655, 2.6459], [-1.2574, -2.1831, 1.9386], [0.8536, -3.2731, 1.9311], [0.7706, -3.3426, 0.6084], [1.9622, -3.7188, 2.6450], [3.3670, -4.4590, 1.6297], [1.1748, -0.5756, -0.3888], [1.8549, 0.6929, -0.8269], [0.6909, 1.7508, -1.7210], [-0.9963, 1.6422, -1.0688], [-1.4793, 0.2221, -1.1829], [-0.9026, 2.2403, 0.6097], [-0.7314, 3.6067, 0.8458], [-0.5465, 4.0724, 2.1356], [-0.5473, 3.1775, 3.2011], [-0.7392, 1.8232, 2.9805], [-0.9145, 1.3572, 1.6832], [-2.0170, 2.8015, -1.9526], [-1.5588, 3.6117, -2.9854], [-2.4300, 4.4735, -3.6403], [-3.7630, 4.5174, -3.2657], [-4.2312, 3.7036, -2.2394], [-3.3642, 2.8491, -1.5831], [3.2140, 0.3154, -1.9151], [3.9570, 1.3035, -2.5612], [5.0178, 0.9529, -3.3776], [5.3438, -0.3893, -3.5453], [4.6138, -1.3733, -2.8983], [3.5454, -1.0274, -2.0805], [2.4707, 1.5815, 0.5941], [2.8032, 2.9347, 0.5823], [3.3237, 3.5366, 1.7164], [3.5135, 2.7861, 2.8704], [3.1823, 1.4394, 2.8906], [2.6635, 0.8327, 1.7557], [0.6666, 1.3915, -2.7542], [1.0398, 2.7880, -1.7213], [-0.7461, 4.3161, 0.0245], [-0.4077, 5.1308, 2.3144], [-0.4054, 3.5457, 4.2097], [-0.7587, 1.1117, 3.7969], [-1.0504, 0.2919, 1.5565], [-0.5221, 3.5803, -3.2980], [-2.0702, 5.1020, -4.4440], [-4.4475, 5.1830, -3.7761], [-5.2744, 3.7291, -1.9536], [-3.7511, 2.2138, -0.7946], [3.7248, 2.3555, -2.4298], [5.5940, 1.7191, -3.8791], [6.1759, -0.6649, -4.1808], [4.8752, -2.4161, -3.0225], [2.9834, -1.7932, -1.5598], [2.6576, 3.5409, -0.3059], [3.5751, 4.5891, 1.7047], [3.9160, 3.2560, 3.7590], [3.3191, 0.8510, 3.7888], [2.3975, -0.2179, 1.7842], [-1.6649, -4.9844, -0.3666], [-3.3609, -5.2327, -0.8286], [-3.7953, -6.5375, -0.7161], [-5.1141, -6.8208, -1.0468], [-5.9320, -5.7896, -1.4753], [-5.4381, -4.4986, -1.5707], [-6.5644, -3.2779, -2.1271], [-4.1243, -4.1393, -1.2523], [-3.4943, -2.5156, -1.3830], [-3.1158, -7.3037, -0.3725], [-5.4957, -7.8296, -0.9690], [-6.9641, -5.9711, -1.7405]], "gap_ev": 6.8894, "total_charge": 0, "e_tot_ha": -14055.124133, "e_above_lowest_kcal_mol": 0.00}

[3]
{"formula": "C37H25F3NS6SbTeV", "method": "wB97M-V/def2-TZVPD", "elements": ["V", "S", "C", "S", "C", "C", "S", "S", "S", "F", "C", "C", "C", "C", "C", "C", "Sb", "C", "C", "C", "C", "F", "C", "C", "C", "C", "C", "C", "F", "C", "C", "H", "H", "H", "H", "H", "H", "H", "H", "H", "H", "H", "H", "C", "C", "C", "C", "C", "C", "N", "C", "C", "C", "C", "C", "C", "H", "H", "H", "H", "H", "H", "H", "H", "H", "H", "Te", "C", "C", "C", "C", "S", "H", "H", "H"], "xyz": [[0.6156, 0.3483, 0.6841], [5.7480, -2.3622, 5.1175], [4.5962, -1.6666, 4.1336], [2.9525, -1.4692, 4.5706], [2.3695, -0.6800, 3.1205], [3.3013, -0.4865, 2.1568], [3.0834, 0.2699, 0.5951], [4.9059, -1.0655, 2.5616], [0.6809, -0.2165, 3.0898], [-8.5418, -1.5874, -0.8099], [-7.2196, -1.4076, -0.5410], [-6.3190, -2.3647, -0.9622], [-4.9731, -2.1677, -0.6849], [-4.5345, -1.0409, 0.0110], [-5.4772, -0.1018, 0.4149], [-6.8302, -0.2761, 0.1414], [-2.4011, -0.8761, 0.3714], [-2.4484, -2.3780, 1.9106], [-3.6278, -2.6983, 2.5782], [-3.6437, -3.6419, 3.5980], [-2.4543, -4.2524, 3.9374], [-2.4620, -5.1772, 4.9346], [-1.2636, -3.9584, 3.3092], [-1.2692, -3.0149, 2.2904], [-2.5924, 0.7899, 1.7192], [-2.5102, 0.6700, 3.1044], [-2.6781, 1.7759, 3.9281], [-2.9564, 2.9924, 3.3440], [-3.1530, 4.0723, 4.1402], [-3.0346, 3.1584, 1.9768], [-2.8261, 2.0513, 1.1688], [-6.6691, -3.2387, -1.4954], [-4.2564, -2.9129, -1.0141], [-5.1629, 0.7790, 0.9640], [-7.5727, 0.4465, 0.4536], [-4.5567, -2.2100, 2.3072], [-4.5527, -3.8996, 4.1247], [-0.3491, -4.4456, 3.6189], [-0.3336, -2.7703, 1.7968], [-2.2888, -0.2900, 3.5541], [-2.5843, 1.7006, 5.0025], [-3.2157, 4.1417, 1.5665], [-2.8341, 2.1821, 0.0908], [0.5004, 5.3535, 3.3457], [-0.2928, 5.5496, 2.2221], [-0.3155, 4.6132, 1.2014], [0.4583, 3.4442, 1.2644], [1.2644, 3.2686, 2.3951], [1.2758, 4.2017, 3.4172], [0.3943, 2.4323, 0.3095], [0.3301, 2.7300, -1.0289], [0.6052, 3.9887, -1.6099], [0.5478, 4.1780, -2.9795], [0.2236, 3.1416, -3.8476], [-0.0296, 1.8898, -3.2985], [0.0120, 1.6926, -1.9326], [0.5085, 6.0785, 4.1499], [-0.9191, 6.4320, 2.1472], [-0.9638, 4.7676, 0.3479], [1.8727, 2.3754, 2.4607], [1.9025, 4.0224, 4.2828], [0.9059, 4.8089, -0.9732], [0.7762, 5.1608, -3.3789], [0.1825, 3.3008, -4.9173], [-0.2661, 1.0472, -3.9383], [-0.2048, 0.6877, -1.5676], [1.1146, -2.1968, -0.7443], [-0.6185, -3.1910, -1.4562], [-1.2973, -4.2601, -0.9305], [-2.4031, -4.6909, -1.7211], [-2.5641, -3.9423, -2.8484], [-1.3712, -2.7123, -2.9307], [-1.0018, -4.7267, -0.0030], [-3.0461, -5.5204, -1.4574], [-3.3131, -4.0480, -3.6168]], "gap_ev": [5.2306, 5.6512], "total_charge": -2, "e_tot_ha": -5620.825292, "e_above_lowest_kcal_mol": 14.13, "multiplicity": 4}